(a)
Entry from the Open Molecules 2025 dataset: C18H22N2O3 in the gas phase (the ωB97M-V functional and the def2-TZVPD basis).

- structure (SMILES) = CCCCCOC(=O)Cc1c(C)nc(-c2ccccc2)[nH]c1=O

Atoms and positions in Å:
1 C 1.56001 0.41492 -4.82189
2 C 2.70110 0.25016 -3.83942
3 C 3.02337 -1.23340 -3.84560
4 C 2.12209 -2.17506 -3.35054
5 C 1.91855 -1.80817 -1.89468
6 H 1.31367 -2.87788 -1.56733
7 H 2.91926 -2.06423 -1.33516
8 O 1.06543 -0.69791 -1.72497
9 C -0.21868 -0.69638 -2.01559
10 O -0.80480 -1.66990 -2.29158
11 C -0.92131 0.50375 -1.71277
12 C -1.01507 0.74076 -0.27338
13 C -1.83531 0.27966 0.60274
14 N -2.14300 0.12682 1.92438
15 C -1.18918 0.96168 2.54755
16 N -0.05278 1.35537 1.95699
17 C 0.21213 1.47650 0.68648
18 O 1.08530 2.00661 0.12223
19 H 0.37796 2.05475 2.56157
20 C -1.29213 0.77394 4.04451
21 C -0.21206 1.26963 4.80867
22 C -0.37547 1.04313 6.16045
23 C -1.70155 0.91151 6.79262
24 C -2.67259 0.51544 5.97679
25 C -2.75505 0.81250 4.50840
26 H -3.41580 0.43433 4.04325
27 H -3.50358 0.58088 6.49217
28 H -1.90662 1.02653 7.86530
29 H 0.56359 1.35830 6.85111
30 H 0.82001 1.31042 4.52563
31 C -3.16548 -0.65350 -0.14061
32 H -3.66686 -1.02326 0.58767
33 H -3.71037 -0.01737 -0.67440
34 H -2.51911 -1.35183 -0.76915
35 H -1.64826 0.72746 -2.14036
36 H -0.24354 1.27188 -1.92640
37 H 2.42737 -3.08245 -3.54244
38 H 1.24578 -2.39525 -3.89666
39 H 3.37646 -1.60339 -5.00327
40 H 4.03027 -1.50506 -3.47702
41 H 2.60103 0.44198 -2.82816
42 H 3.64569 0.53143 -4.41179
43 H 1.43441 1.51966 -5.01284
44 H 0.80780 0.00616 -4.52711
45 H 1.71728 0.14890 -6.03538

(b)
Entry from the Open Molecules 2025 dataset: C18H22N2O3 in the gas phase (the ωB97M-V functional and the def2-TZVPD basis).

- structure (SMILES) = CCCOC(=O)[C@H]1c2[nH]c3ccc(OC)cc3c2[C@@H]2CCN1C2

Atoms and positions in Å:
1 O 1.81721 4.42936 0.52757
2 O -2.14386 -3.61937 -0.88810
3 O 2.69151 2.35582 0.47408
4 C 1.71028 3.22515 0.79867
5 C -0.34698 1.71040 0.61811
6 C -0.68777 0.50444 1.19763
7 C -2.21726 -1.56495 -2.07679
8 C -1.80915 -1.63930 0.29860
9 C -1.91177 -0.22876 -2.09268
10 C -2.18560 -2.25447 -0.85900
11 C -1.29472 -0.37523 0.27206
12 C -1.36646 0.37761 -0.93966
13 N -0.78060 1.66248 -0.66184
14 N 0.71629 2.37071 2.93648
15 C -1.08540 -4.08583 -1.59256
16 C 0.41675 2.81379 1.47371
17 C 4.30032 0.44689 -0.48123
18 C 3.93424 2.95652 -0.11497
19 C -0.43216 2.33348 3.92144
20 C 1.06640 0.94811 2.90637
21 C 4.98721 1.83442 -0.29490
22 C -1.23577 1.08252 3.55928
23 C -0.25677 0.28746 2.65306
24 H -2.71978 -2.15189 -2.83212
25 H -1.75001 -2.19946 1.22381
26 H -2.07735 0.25442 -3.03270
27 H -0.44413 2.17232 -1.50683
28 H -0.99151 -5.18472 -1.47048
29 H -0.24207 -3.56616 -1.18130
30 H -1.27268 -3.88127 -2.63339
31 H -0.24255 3.70380 1.39688
32 H 4.98236 -0.29400 -1.00723
33 H 3.91427 0.01611 0.36586
34 H 3.44222 0.55086 -1.12829
35 H 3.55473 3.38832 -1.09833
36 H 4.34224 3.73296 0.56305
37 H -1.14669 3.13720 3.83231
38 H -0.05995 2.40919 5.00274
39 H 1.64861 0.64668 3.87204
40 H 1.71611 0.68466 2.09613
41 H 5.70639 1.75609 0.57861
42 H 5.71612 2.03290 -1.15472
43 H -1.64136 0.58102 4.43544
44 H -2.17912 1.23383 3.05058
45 H -0.32885 -0.78109 2.80559

Which is most stable? The ranking, best first, is (b), (a).